Here is C15H37IrN4O5S as an isolated structure from the Open Molecules 2025 dataset. Energies are from ωB97M-V/def2-TZVPD.

Each line ends with the Mulliken spin population.
Geometry (Å):
Ir -0.00422 0.20948 0.06026  0.44
C 0.07078 2.76305 2.51720  0.01
C 0.95602 3.11995 1.34194  -0.01
N 0.52389 2.40647 0.09357  0.16
C -0.52801 3.24085 -0.55499  -0.01
C -1.45105 2.36776 -1.33889  0.01
N -1.81342 1.23221 -0.43858  -0.01
C -3.11304 0.60069 -0.93080  0.00
C -2.95185 -0.79256 -1.47607  0.02
C -2.67883 -1.76069 -0.35108  -0.01
N -1.46782 -1.41816 0.48358  0.12
C -1.75633 -1.49053 1.94972  0.00
C -1.54307 -0.13561 2.57859  0.01
N -0.18694 0.27938 2.14294  0.00
C 0.41554 1.36859 2.98444  0.00
H -0.99792 2.86506 2.29637  0.00
H 0.26486 3.46587 3.32799  0.00
H 1.98740 2.85936 1.55497  0.00
H 0.92715 4.18575 1.11046  0.00
H 1.33180 2.32217 -0.52775  0.01
H -0.06330 4.01792 -1.16287  0.00
H -1.08705 3.73994 0.23662  0.00
H -0.99799 1.94110 -2.22754  0.00
H -2.33993 2.91363 -1.65133  0.00
H -2.01384 1.62656 0.47842  0.00
H -3.50828 1.25522 -1.70171  0.00
H -3.80741 0.62557 -0.08925  0.00
H -2.16507 -0.78115 -2.22229  0.00
H -3.86626 -1.08719 -1.99202  0.00
H -2.56556 -2.78771 -0.70120  0.00
H -3.53191 -1.74600 0.32406  0.00
H -0.73100 -2.11394 0.24863  0.00
H -1.10342 -2.23216 2.41342  0.00
H -2.77860 -1.82295 2.11019  0.00
H -1.56491 -0.21241 3.66664  0.00
H -2.29149 0.60512 2.29438  0.00
H 0.41917 -0.52056 2.34020  0.00
H 1.49477 1.22427 2.95605  0.00
H 0.08171 1.17955 4.00510  0.00
C 0.84390 0.34569 -3.11184  0.00
O 0.03496 -0.36608 -2.10216  0.02
C 0.12842 -1.81476 -2.42570  -0.01
C 1.20919 -2.58522 -1.71438  0.01
O 0.81039 -2.83326 -0.37347  0.01
C 1.57563 -3.85758 0.29954  0.00
H 0.49689 0.01692 -4.08784  0.00
H 1.89582 0.13288 -2.97633  0.00
H 0.66503 1.41065 -3.01361  0.00
H 0.28190 -1.86957 -3.50007  0.00
H -0.84121 -2.25524 -2.20598  -0.01
H 2.16398 -2.05190 -1.74128  0.00
H 1.33509 -3.53789 -2.23631  0.00
H 1.93096 -4.59395 -0.42012  0.00
H 0.91487 -4.35239 1.00740  0.00
H 2.41849 -3.40809 0.82317  0.00
C 4.32753 -0.75313 0.01628  0.00
S 2.94404 0.25037 0.40668  0.00
O 3.39166 1.38521 1.14332  0.01
O 1.87992 -0.57422 1.08934  0.02
O 2.20261 0.58590 -0.85970  0.19
H 4.97403 -0.75204 0.89298  0.00
H 4.83933 -0.27500 -0.81911  0.00
H 4.01199 -1.76120 -0.24012  0.00

## Properties
LUMO energy (spin up / spin down): -11.19 / -12.66 eV
Charge: +3
Energy relative to the best compared isomer or geometry (same formula, charge and spin): 44.1 kcal/mol
Multiplicity: 2
E: -1690.4056 a.u.